A:
Computed, not measured: a single C5H4N2O2 molecule, with wB97M-V/def2-TZVPD.

Computed properties:
**E_HOMO**: -0.3894 Eh
**Gap between HOMO and LUMO**: 10.00 eV
**Structure (SMILES)**: O=[N+]([O-])c1ccccn1
**LUMO**: -0.60 eV
**Spin multiplicity**: 1

Element x y z (Å)
C1 0.182 -0.797 0.219
C2 0.101 -0.308 -1.085
C3 -0.208 1.060 -1.205
C4 -0.418 1.745 0.016
C5 -0.176 1.152 1.238
H1 0.317 -0.976 -1.909
H2 -0.329 1.561 -2.178
H3 -0.721 2.796 0.104
H4 -0.268 1.722 2.182
N1 0.431 -2.236 0.393
N2 0.094 -0.149 1.345
O1 0.471 -2.922 -0.636
O2 0.525 -2.648 1.515


B:
Computed, not measured: a single C5H4N2O2 molecule, with wB97M-V/def2-TZVPD.

Computed properties:
**E_HOMO**: -0.3282 Eh
**Gap between HOMO and LUMO**: 9.28 eV
**Structure (SMILES)**: O=C1Cn2c(O)cnc21
**LUMO**: 0.35 eV
**Spin multiplicity**: 1

Element x y z (Å)
C1 -0.728 0.424 1.216
C2 -0.420 -0.819 1.713
C3 0.305 -0.792 -0.276
C4 0.887 -0.300 -1.570
C5 0.171 1.154 -1.230
H1 -1.939 1.090 2.470
H2 -0.624 -1.204 2.718
H3 0.943 1.966 -1.117
H4 -0.603 1.439 -1.960
N1 0.244 -1.596 0.792
N2 -0.237 0.438 -0.050
O1 -1.461 1.457 1.700
O2 1.570 -0.605 -2.502


Taking the most stable structure as the zero point, the relative energies in hartree are A 0.0366; B 0.0000.